No. 1
12
Properties=species:S:1:pos:R:3 method="wB97M-V/def2-TZVPD" charge=0 total_energy_ev=-17607.7376 gap_ha="0.3126 / 0.2763" spin_multiplicity=1 relative_energy_kcal_mol=98.05
C -0.920 -0.040 -0.168
C -0.168 -1.151 0.497
C -0.051 1.143 -0.578
C 1.431 1.092 -0.407
O 0.429 1.978 0.455
O 2.123 0.125 0.168
P 1.565 -1.340 -0.090
H -1.405 -0.498 -0.996
H -1.723 0.305 0.586
H -0.165 -1.060 1.518
H -0.682 -2.183 0.412
H -0.434 1.628 -1.397



No. 2
12
Properties=species:S:1:pos:R:3 method="wB97M-V/def2-TZVPD" charge=0 total_energy_ev=-8968.8960 gap_ha="0.1270 / 0.1287" spin_multiplicity=1 relative_energy_kcal_mol=181.83
O 1.350 -1.704 -1.114
C 2.401 -2.050 -2.468
C 2.676 -1.406 -1.246
H 2.579 -1.489 -3.386
H 4.378 -1.054 0.748
H 2.949 -0.342 -1.236
H 2.306 -3.129 -2.603
C -4.248 3.713 3.111
C -4.000 2.629 2.508
O -3.535 1.575 2.136
Rb -1.748 -1.007 0.087
H -5.108 4.264 3.463



No. 3
12
Properties=species:S:1:pos:R:3 method="wB97M-V/def2-TZVPD" charge=+3 total_energy_ev=-28984.7945 gap_ha="0.2278 / 0.2271" s_squared=0.75 spin_multiplicity=2 relative_energy_kcal_mol=59.95
O 2.849 1.134 -0.441
C 1.674 1.257 -0.223
Sc 4.750 1.935 -0.783
H 0.211 1.576 -0.940
O -2.047 -1.844 -0.029
C -1.538 -0.657 0.543
C -0.121 -0.482 0.104
C 0.440 0.769 -0.042
H -3.007 -1.813 -0.016
H -1.558 -0.726 1.647
H -2.139 0.222 0.258
H 0.486 -1.372 -0.078



No. 4
11
Properties=species:S:1:pos:R:3 method="wB97M-V/def2-TZVPD" charge=0 total_energy_ev=-15560.1350 gap_ha="0.2280 / 0.2298" spin_multiplicity=1 relative_energy_kcal_mol=89.49
C -0.220 0.770 -0.520
C -0.499 0.676 0.898
C -0.478 -0.655 -0.754
C -0.663 -0.667 0.839
O 1.792 0.602 -0.659
P 2.503 -0.128 0.456
H -0.302 1.604 -1.195
H -0.598 1.380 1.739
H -1.337 -0.902 -1.290
H 0.441 -1.258 -1.155
H -0.637 -1.422 1.642



No. 5
11
Properties=species:S:1:pos:R:3 method="wB97M-V/def2-TZVPD" charge=0 total_energy_ev=-15560.0107 gap_ha="0.2489 / 0.2438" spin_multiplicity=1 relative_energy_kcal_mol=92.35
C 0.584 -0.838 -1.055
C 0.777 0.419 -0.562
C -0.459 -1.643 -0.593
C 0.309 0.755 0.697
O -1.946 1.115 2.254
P -1.715 0.985 0.841
H 1.072 -1.214 -1.949
H 1.145 1.050 -1.253
H -0.577 -2.556 -0.986
H 0.387 1.829 1.091
H 0.424 0.100 1.516



No. 6
10
Properties=species:S:1:pos:R:3 method="wB97M-V/def2-TZVPD" charge=0 total_energy_ev=-13511.0128 gap_ha="0.2815 / 0.2812" spin_multiplicity=1 relative_energy_kcal_mol=113.02
C 1.421 -0.274 -0.514
C 0.397 -0.338 0.276
C -2.411 0.515 -0.690
C 1.732 -0.430 0.949
P -2.158 0.231 0.900
H 1.924 -0.103 -1.357
H -3.441 0.837 -1.018
H -1.624 0.413 -1.384
H 2.127 -1.309 1.489
H 2.034 0.458 1.349



No. 7
10
Properties=species:S:1:pos:R:3 method="wB97M-V/def2-TZVPD" charge=0 total_energy_ev=-4243.3184 gap_ha=0.3737 spin_multiplicity=1 relative_energy_kcal_mol=14.81 smiles="C=CC=C"
C -0.030 -1.101 1.438
C -0.331 -0.207 0.537
C 0.317 -0.002 -0.749
C 0.010 1.189 -1.276
H -0.619 -1.170 2.386
H 0.743 -1.792 1.285
H -1.045 0.542 0.771
H 1.326 -0.394 -1.134
H -0.777 1.893 -0.894
H 0.581 1.649 -2.117



No. 8
10
Properties=species:S:1:pos:R:3 method="wB97M-V/def2-TZVPD" charge=0 total_energy_ev=-4243.2026 gap_ha=0.3531 spin_multiplicity=1 relative_energy_kcal_mol=17.48 smiles="C=CC=C"
C 1.861 -0.151 0.031
C 0.689 0.514 -0.142
C -0.572 -0.301 -0.239
C -1.896 0.094 0.024
H 2.808 0.374 0.183
H 1.954 -1.183 0.239
H 0.573 1.606 -0.214
H -0.452 -1.408 -0.417
H -2.242 1.135 0.171
H -2.724 -0.680 0.364



No. 9
10
Properties=species:S:1:pos:R:3 method="wB97M-V/def2-TZVPD" charge=0 total_energy_ev=-4243.2704 gap_ha=0.3759 spin_multiplicity=1 relative_energy_kcal_mol=15.92 smiles="C=C=CC"
C 1.703 -1.064 -0.374
C 0.660 -0.561 0.222
C -0.514 -0.149 0.615
C -1.152 1.043 -0.048
H 1.493 -1.979 -0.907
H 2.728 -0.714 -0.328
H -1.021 -0.650 1.438
H -2.009 0.782 -0.680
H -0.400 1.550 -0.661
H -1.488 1.743 0.724



No. 10
13
Properties=species:S:1:pos:R:3 method="wB97M-V/def2-TZVPD" charge=+2 total_energy_ev=-15715.6711 gap_ha="0.1754 / 0.1812" s_squared=0.76 spin_multiplicity=2 relative_energy_kcal_mol=0.00
C -0.451 0.771 0.680
C -0.285 1.602 -0.517
H -1.446 0.302 0.685
H -0.325 1.313 1.627
H -0.511 1.174 -1.499
H -0.367 2.689 -0.423
Ag 2.409 1.592 -0.757
O -0.597 -2.155 -0.618
C 0.458 -1.729 0.038
C 0.582 -0.569 0.709
Mg -2.332 -2.250 -1.125
H 1.536 -0.336 1.185
H 1.328 -2.404 0.014



No. 11
14
Properties=species:S:1:pos:R:3 method="wB97M-V/def2-TZVPD" charge=+1 total_energy_ev=-14375.3756 gap_ha="0.2720 / 0.3091" s_squared=2.01 spin_multiplicity=3 relative_energy_kcal_mol=0.00
O 1.613 0.155 -0.162
O -0.582 0.467 0.172
O 0.401 -1.170 1.166
C -0.724 1.064 -1.122
C -2.086 1.647 -1.212
C 0.564 -0.094 0.450
H -2.403 1.698 -2.262
H -2.825 1.045 -0.651
H -2.125 2.670 -0.794
Ag 1.118 0.804 -2.091
C 1.557 -1.922 1.553
H 2.207 -1.356 2.229
H 2.118 -2.206 0.655
H 1.167 -2.803 2.069



No. 12
31
Properties=species:S:1:pos:R:3 method="wB97M-V/def2-TZVPD" charge=0 total_energy_ev=-204677.3283 gap_ha="0.2614 / 0.2347" s_squared=15.76 spin_multiplicity=8 relative_energy_kcal_mol=29.70
Pt -1.517 2.762 -1.015
Mn -2.345 0.451 2.303
As 1.909 0.842 -1.041
F 0.447 1.928 -1.210
F 0.892 -0.482 -0.483
F 3.311 -0.107 -0.659
F 2.964 2.124 -1.484
F 1.981 1.344 0.653
F 1.782 0.273 -2.720
As 0.626 4.798 1.591
F -0.066 6.126 0.630
F -0.637 5.066 2.815
F 1.289 3.496 2.524
F 1.943 4.683 0.421
F 1.653 5.861 2.462
F -0.410 3.609 0.673
F -0.356 0.368 2.772
F -1.945 1.252 0.463
C 0.594 -3.479 -1.373
C -0.936 -3.267 -1.241
C -1.614 -4.339 -0.431
O -2.390 -3.669 0.515
C -2.062 -2.335 0.473
O -2.553 -1.488 1.190
O -1.165 -2.099 -0.413
H 1.109 -2.806 -2.058
H 0.875 -4.451 -1.786
H 1.063 -3.400 -0.393
H -1.545 -3.124 -2.134
H -0.825 -4.898 0.083
H -2.073 -5.041 -1.127